Molecular formula: C46H35F2N4P2ReS2
Method: DFT, ωB97M-V with the def2-TZVPD basis set

Gap between HOMO and LUMO (spin up / spin down) = 0.2466 / 0.2321 hartree
F_max = 0.502 eV Å⁻¹
Spin multiplicity = 2
Molar mass = 994.1 g mol⁻¹
Charge = +1
⟨S²⟩ = 0.796
Energy above the lowest of the compared OMol25 structures with the same formula, charge and spin = 16.8 kJ/mol

Element x y z (Å)
Re: 0.695 0.844 1.043
S: 2.120 -2.712 -0.653
P: 0.524 -1.721 -1.208
C: -0.067 -0.739 0.191
P: -1.333 -1.178 1.363
S: -0.722 -0.155 2.994
C: -2.948 -0.535 0.827
C: -3.838 -0.046 1.785
C: -5.062 0.480 1.389
C: -5.403 0.521 0.042
C: -4.527 0.023 -0.911
C: -3.304 -0.506 -0.519
C: -1.608 -2.935 1.672
C: -2.778 -3.569 1.254
C: -2.951 -4.927 1.493
C: -1.958 -5.653 2.135
C: -0.793 -5.024 2.556
C: -0.620 -3.667 2.333
C: 0.790 -0.540 -2.563
C: 1.920 -0.674 -3.363
C: 2.113 0.182 -4.441
C: 1.175 1.165 -4.730
C: 0.047 1.305 -3.930
C: -0.140 0.462 -2.842
C: -0.743 -2.881 -1.830
C: -0.776 -4.165 -1.290
C: -1.696 -5.097 -1.752
C: -2.590 -4.758 -2.760
C: -2.554 -3.487 -3.316
C: -1.628 -2.554 -2.861
H: -3.564 -0.063 2.832
H: -5.750 0.858 2.135
H: -6.358 0.935 -0.264
H: -4.795 0.041 -1.961
H: -2.634 -0.912 -1.262
H: -3.551 -3.013 0.739
H: -3.861 -5.417 1.169
H: -2.095 -6.713 2.318
H: -0.024 -5.590 3.067
H: 0.274 -3.172 2.693
H: 2.649 -1.440 -3.126
H: 2.998 0.078 -5.059
H: 1.325 1.827 -5.576
H: -0.681 2.079 -4.146
H: -1.001 0.604 -2.197
H: -0.063 -4.436 -0.522
H: -1.705 -6.095 -1.328
H: -3.303 -5.489 -3.126
H: -3.230 -3.224 -4.122
H: -1.584 -1.585 -3.335
N: 3.341 2.305 2.256
C: 3.456 0.917 2.411
C: 4.681 0.398 2.814
C: 4.831 -0.965 2.948
C: 3.742 -1.786 2.701
C: 2.563 -1.206 2.309
N: 2.410 0.128 2.145
C: 2.256 3.079 2.657
C: 2.475 4.291 3.310
C: 1.392 5.027 3.729
C: 0.107 4.527 3.524
C: -0.025 3.334 2.862
N: 1.029 2.633 2.394
H: 4.223 2.778 2.364
H: 5.501 1.074 3.020
H: 5.785 -1.381 3.250
H: 3.805 -2.863 2.780
H: 1.709 -1.806 2.060
H: 3.490 4.625 3.494
H: 1.542 5.972 4.238
H: -0.771 5.056 3.866
H: -1.000 2.903 2.682
F: 5.292 0.779 -1.889
C: 4.102 1.355 -1.656
C: 3.279 0.817 -0.696
C: 2.033 1.396 -0.443
C: 1.654 2.527 -1.205
C: 2.540 3.031 -2.158
F: 2.204 4.110 -2.896
C: 3.770 2.474 -2.401
C: 0.293 2.996 -0.984
C: -0.358 4.029 -1.665
C: -1.692 4.283 -1.427
C: -2.387 3.513 -0.498
C: -1.694 2.543 0.178
N: -0.391 2.285 -0.049
H: 3.605 -0.088 -0.197
H: 4.436 2.882 -3.152
H: 0.187 4.611 -2.391
H: -2.195 5.079 -1.966
H: -3.437 3.669 -0.290
H: -2.174 1.933 0.932

---

Molecular formula: C46H36IN4O2ReS2
Method: DFT, ωB97M-V with the def2-TZVPD basis set

Gap between HOMO and LUMO (spin up / spin down) = 0.2269 / 0.1800 hartree
F_max = 2.955 eV Å⁻¹
Spin multiplicity = 4
Molar mass = 1054.1 g mol⁻¹
Charge = +3
⟨S²⟩ = 3.814
Energy above the lowest of the compared OMol25 structures with the same formula, charge and spin = 166.1 kJ/mol

Element x y z (Å)
Re: -18.816 -16.137 6.444
I: -19.896 -16.267 3.930
C: -19.045 -18.195 3.637
C: -19.153 -18.875 2.397
C: -18.647 -20.179 2.345
C: -18.132 -20.747 3.489
C: -18.152 -20.128 4.789
C: -17.740 -20.836 5.954
C: -17.784 -20.197 7.179
C: -18.058 -18.822 7.211
C: -18.469 -18.104 6.104
C: -18.558 -18.791 4.842
H: -19.626 -18.356 1.562
H: -18.787 -20.825 1.489
H: -17.877 -21.783 3.479
H: -17.611 -21.899 5.862
H: -17.599 -20.690 8.114
H: -18.026 -18.303 8.197
C: -11.630 -18.291 9.418
C: -12.819 -17.601 8.802
C: -13.830 -18.358 8.224
C: -15.022 -17.829 7.789
C: -15.224 -16.470 7.864
C: -14.231 -15.648 8.367
C: -13.060 -16.235 8.831
S: -16.714 -15.542 7.409
O: -16.579 -14.241 8.075
C: -16.597 -15.466 5.570
C: -15.948 -16.545 4.796
C: -15.903 -16.393 3.449
C: -16.480 -15.270 2.746
C: -16.305 -15.152 1.342
C: -16.843 -14.050 0.726
C: -17.503 -13.008 1.469
C: -17.594 -13.116 2.855
C: -17.077 -14.255 3.484
C: -17.054 -14.321 4.931
C: -17.411 -13.015 5.703
C: -16.361 -12.035 5.818
C: -15.126 -12.166 5.189
C: -14.180 -11.208 5.243
C: -14.323 -10.025 6.060
C: -15.531 -9.899 6.731
C: -16.534 -10.898 6.574
C: -17.765 -10.707 7.295
C: -18.773 -11.577 7.122
C: -18.630 -12.671 6.266
S: -19.922 -13.864 5.979
O: -20.410 -13.729 4.591
C: -21.343 -13.484 6.956
C: -21.484 -13.558 8.322
C: -22.696 -13.210 8.918
C: -23.835 -12.919 8.219
C: -25.114 -12.424 8.910
C: -23.669 -12.875 6.835
C: -22.432 -13.096 6.205
H: -11.135 -18.925 8.683
H: -11.881 -18.944 10.221
H: -10.934 -17.556 9.806
H: -13.713 -19.426 8.152
H: -15.697 -18.532 7.327
H: -14.405 -14.591 8.505
H: -12.240 -15.628 9.183
H: -15.668 -17.455 5.280
H: -15.324 -17.142 2.912
H: -15.848 -15.995 0.719
H: -16.782 -13.942 -0.345
H: -17.978 -12.200 0.887
H: -18.037 -12.344 3.494
H: -14.974 -12.989 4.537
H: -13.286 -11.391 4.647
H: -13.534 -9.283 6.070
H: -15.748 -9.117 7.434
H: -17.900 -9.851 7.937
H: -19.697 -11.369 7.601
H: -20.639 -13.686 8.970
H: -22.621 -13.117 10.038
H: -25.626 -11.853 8.187
H: -24.907 -11.686 9.690
H: -25.788 -13.231 9.215
H: -24.560 -12.545 6.281
H: -22.361 -13.085 5.063
N: -23.148 -17.364 11.325
C: -22.011 -16.933 10.765
N: -21.044 -16.431 11.518
N: -21.887 -17.211 9.436
C: -20.979 -16.860 8.652
N: -20.155 -16.603 7.811
H: -23.257 -17.371 12.332
H: -23.778 -17.904 10.729
H: -21.224 -16.181 12.504
H: -20.164 -16.059 11.130

---

Molecular formula: C46H36MnN2O5P2S3
Method: DFT, ωB97M-V with the def2-TZVPD basis set

Gap between HOMO and LUMO (spin up / spin down) = 0.1303 / 0.1458 hartree
F_max = 0.987 eV Å⁻¹
Spin multiplicity = 5
Molar mass = 909.9 g mol⁻¹
Charge = +1
⟨S²⟩ = 6.109
Energy above the lowest of the compared OMol25 structures with the same formula, charge and spin = 150.3 kJ/mol

Element x y z (Å)
Mn: -0.121 0.895 -0.955
O: 0.788 3.744 0.308
S: -0.334 2.806 0.340
C: -1.853 3.632 -0.120
C: -2.101 4.917 0.347
C: -3.315 5.504 0.040
C: -4.263 4.816 -0.713
C: -3.981 3.560 -1.220
C: -2.748 2.967 -0.951
P: -2.107 1.579 -1.929
C: -1.714 2.365 -3.499
C: -2.750 2.714 -4.366
C: -2.467 3.417 -5.524
C: -1.158 3.778 -5.817
C: -0.126 3.427 -4.959
C: -0.404 2.719 -3.801
C: -3.369 0.346 -2.149
C: -4.170 -0.001 -1.057
C: -5.067 -1.046 -1.176
C: -5.148 -1.754 -2.371
C: -4.340 -1.419 -3.447
C: -3.436 -0.372 -3.343
C: -0.728 2.308 2.008
C: -0.937 3.317 2.937
C: -1.319 2.981 4.225
C: -1.508 1.650 4.561
C: -1.236 0.644 3.644
C: -0.798 0.952 2.358
P: -0.365 -0.398 1.180
C: -0.043 -1.791 2.267
C: -0.725 -2.985 2.066
C: -0.515 -4.045 2.941
C: 0.350 -3.893 4.012
C: 1.041 -2.701 4.202
C: 0.864 -1.656 3.321
C: 2.709 1.081 1.402
C: 3.957 1.213 0.798
C: 4.928 1.992 1.408
C: 4.658 2.623 2.614
C: 3.418 2.470 3.213
C: 2.433 1.697 2.613
H: -1.354 5.455 0.913
H: -3.529 6.504 0.394
H: -5.210 5.286 -0.942
H: -4.700 3.051 -1.849
H: -3.770 2.423 -4.149
H: -3.267 3.679 -6.202
H: -0.942 4.330 -6.722
H: 0.895 3.693 -5.197
H: 0.420 2.434 -3.154
H: -4.099 0.552 -0.126
H: -5.698 -1.316 -0.340
H: -5.841 -2.580 -2.457
H: -4.399 -1.982 -4.369
H: -2.774 -0.140 -4.165
H: -0.790 4.352 2.668
H: -1.479 3.759 4.958
H: -1.850 1.386 5.553
H: -1.349 -0.390 3.939
H: -1.403 -3.096 1.228
H: -1.031 -4.982 2.785
H: 0.495 -4.712 4.704
H: 1.730 -2.597 5.029
H: 1.418 -0.737 3.460
H: 4.163 0.715 -0.142
H: 5.894 2.107 0.935
H: 5.417 3.229 3.089
H: 3.207 2.955 4.157
H: 1.478 1.582 3.101
O: 2.628 -6.518 -2.877
C: 1.729 -5.870 -3.440
O: 1.149 -6.018 -4.529
C: 1.260 -4.645 -2.642
C: 1.416 -4.567 -1.267
C: 1.048 -3.414 -0.589
N: 0.573 -2.327 -1.192
C: 0.414 -2.420 -2.530
C: 0.715 -3.533 -3.285
C: -0.111 -1.198 -3.184
O: -0.641 -1.081 -4.248
O: 0.051 -0.121 -2.358
H: 1.847 -5.411 -0.745
H: 1.175 -3.335 0.486
H: 0.540 -3.555 -4.351
S: 1.641 0.012 0.443
C: 3.506 -2.724 1.724
N: 4.724 -2.315 1.996
C: 5.757 -3.218 2.551
C: 5.138 -4.614 2.612
S: 3.386 -4.392 2.095
H: 4.971 -1.347 1.851
H: 6.050 -2.861 3.539
H: 6.634 -3.199 1.906
H: 5.159 -5.039 3.611
H: 5.612 -5.302 1.918

---

Molecular formula: C46H37Cl2InNO14
Method: DFT, ωB97M-V with the def2-TZVPD basis set

Gap between HOMO and LUMO = 0.1549 hartree
F_max = 0.799 eV Å⁻¹
Molar mass = 1013.5 g mol⁻¹
Charge = -1

Element x y z (Å)
C: -2.786 -2.158 -3.381
C: -1.807 -1.594 -2.408
Cl: -0.383 -0.973 -3.211
C: -1.881 -1.484 -1.081
Cl: -3.372 -2.131 -0.381
In: -0.353 -0.539 0.343
C: -0.857 1.637 0.276
N: -0.730 2.254 -1.075
H: -3.535 -2.757 -2.880
H: -3.296 -1.354 -3.913
H: -2.299 -2.773 -4.131
H: 1.250 -0.863 -0.348
H: -0.557 -1.266 1.947
H: -0.270 2.200 0.993
H: -1.904 1.715 0.568
H: -0.991 1.581 -1.779
H: 0.230 2.512 -1.249
C: 5.261 -0.032 4.032
C: 4.148 0.536 3.577
C: 3.525 0.092 2.300
O: 2.518 0.594 1.871
C: 4.190 -1.013 1.560
C: 5.302 -1.578 2.022
C: 5.920 -1.134 3.292
O: 6.924 -1.673 3.723
H: 5.730 0.265 4.962
H: 3.639 1.334 4.102
H: 3.702 -1.321 0.643
H: 5.802 -2.388 1.506
C: 5.242 -4.370 4.715
C: 5.590 -5.652 4.657
C: 4.564 -6.721 4.556
O: 4.876 -7.892 4.510
C: 3.139 -6.303 4.511
C: 2.791 -5.020 4.565
C: 3.818 -3.953 4.674
O: 3.512 -2.783 4.725
H: 5.966 -3.567 4.786
H: 6.621 -5.979 4.679
H: 2.411 -7.100 4.430
H: 1.760 -4.690 4.529
C: -2.406 5.426 3.053
C: -1.791 4.256 3.213
C: -2.564 3.005 3.432
O: -2.014 1.937 3.560
C: -4.047 3.113 3.458
C: -4.653 4.287 3.306
C: -3.883 5.535 3.093
O: -4.442 6.606 2.955
H: -1.866 6.350 2.882
H: -0.714 4.154 3.177
H: -4.590 2.187 3.591
H: -5.731 4.392 3.320
C: 0.684 5.392 -0.047
C: 0.909 6.418 -0.864
C: 1.812 7.528 -0.480
O: 2.023 8.465 -1.221
C: 2.456 7.459 0.859
C: 2.232 6.438 1.680
C: 1.330 5.324 1.288
O: 1.115 4.394 2.033
H: 0.029 4.567 -0.306
H: 0.454 6.488 -1.843
H: 3.109 8.283 1.116
H: 2.688 6.364 2.660
C: -1.436 -6.599 -4.470
C: -0.227 -7.124 -4.301
C: 0.962 -6.557 -4.987
O: 2.063 -7.043 -4.843
C: 0.750 -5.375 -5.860
C: -0.460 -4.850 -6.030
C: -1.651 -5.424 -5.352
O: -2.752 -4.945 -5.505
H: -2.317 -6.992 -3.978
H: -0.046 -7.979 -3.663
H: 1.632 -4.972 -6.341
H: -0.639 -3.985 -6.656
C: -7.612 -1.821 0.365
C: -6.561 -1.195 0.890
C: -6.672 0.205 1.375
O: -5.736 0.783 1.879
C: -7.993 0.877 1.237
C: -9.037 0.248 0.707
C: -8.928 -1.155 0.232
O: -9.887 -1.727 -0.243
H: -7.556 -2.840 0.004
H: -5.593 -1.674 0.977
H: -8.047 1.898 1.593
H: -10.007 0.716 0.598
C: 1.477 2.177 -4.481
C: 1.750 1.597 -5.647
C: 3.140 1.501 -6.156
O: 3.390 0.979 -7.221
C: 4.219 2.074 -5.312
C: 3.949 2.653 -4.147
C: 2.556 2.752 -3.638
O: 2.319 3.288 -2.580
H: 0.470 2.249 -4.088
H: 0.981 1.166 -6.274
H: 5.226 1.990 -5.703
H: 4.718 3.078 -3.514

---

Molecular formula: C46H37MnN4O4
Method: DFT, ωB97M-V with the def2-TZVPD basis set

Gap between HOMO and LUMO (spin up / spin down) = 0.2709 / 0.2667 hartree
F_max = 0.618 eV Å⁻¹
Spin multiplicity = 5
Molar mass = 764.8 g mol⁻¹
⟨S²⟩ = 6.047
Energy above the lowest of the compared OMol25 structures with the same formula, charge and spin = 0.0 kJ/mol

Element x y z (Å)
Mn: -0.501 -1.037 -0.325
O: 0.007 -0.335 -1.902
C: 0.812 0.163 -2.907
C: 2.255 -0.415 -2.815
C: 2.969 -0.029 -1.552
C: 4.036 0.863 -1.546
C: 4.586 1.242 -0.332
C: 4.042 0.738 0.837
C: 2.987 -0.161 0.745
C: 2.288 -0.686 1.963
C: 0.936 0.054 2.187
O: 0.128 -0.032 1.061
C: 1.260 1.524 2.450
C: 1.739 1.939 3.688
C: 2.119 3.259 3.888
C: 2.021 4.177 2.851
C: 1.538 3.768 1.616
C: 1.159 2.447 1.416
C: 0.172 -0.558 3.371
C: -1.140 -0.127 3.575
C: -1.927 -0.683 4.568
C: -1.408 -1.680 5.390
C: -0.102 -2.100 5.212
C: 0.686 -1.541 4.207
N: 2.489 -0.556 -0.426
C: 0.808 1.699 -2.820
C: -0.263 2.322 -2.186
C: -0.320 3.705 -2.077
C: 0.696 4.492 -2.602
C: 1.765 3.882 -3.239
C: 1.819 2.498 -3.346
C: 0.227 -0.292 -4.259
C: -0.775 -1.255 -4.294
C: -1.283 -1.704 -5.508
C: -0.798 -1.199 -6.702
C: 0.200 -0.233 -6.676
C: 0.704 0.217 -5.466
H: 2.151 -1.501 -2.876
H: 2.823 -0.101 -3.691
H: 4.420 1.260 -2.476
H: 5.414 1.939 -0.298
H: 4.410 1.046 1.808
H: 2.093 -1.752 1.843
H: 2.919 -0.547 2.842
H: 1.806 1.229 4.505
H: 2.485 3.572 4.858
H: 2.314 5.208 3.009
H: 1.456 4.473 0.798
H: 0.788 2.126 0.452
H: -1.544 0.637 2.921
H: -2.948 -0.347 4.697
H: -2.021 -2.117 6.168
H: 0.316 -2.865 5.856
H: 1.701 -1.896 4.082
H: -1.054 1.712 -1.771
H: -1.161 4.166 -1.575
H: 0.654 5.570 -2.514
H: 2.567 4.481 -3.652
H: 2.671 2.053 -3.842
H: -1.171 -1.632 -3.364
H: -2.069 -2.449 -5.515
H: -1.197 -1.547 -7.646
H: 0.582 0.179 -7.602
H: 1.469 0.983 -5.467
O: -5.076 -0.959 2.488
C: -5.373 -0.246 1.389
C: -6.590 0.436 1.375
C: -6.958 1.187 0.279
C: -6.124 1.283 -0.834
C: -4.917 0.618 -0.829
C: -4.523 -0.153 0.270
C: -3.213 -0.816 0.223
O: -2.435 -0.625 -0.774
N: -2.879 -1.607 1.244
N: -1.639 -2.094 1.031
C: -1.156 -3.040 1.731
C: 0.149 -3.540 1.304
C: 0.881 -4.456 2.043
C: 2.101 -4.887 1.547
C: 2.545 -4.396 0.330
C: 1.757 -3.472 -0.338
N: 0.590 -3.049 0.134
H: -4.215 -1.412 2.332
H: -7.228 0.354 2.246
H: -7.908 1.707 0.288
H: -6.417 1.875 -1.691
H: -4.242 0.676 -1.671
H: -1.696 -3.470 2.568
H: 0.497 -4.806 2.992
H: 2.698 -5.596 2.105
H: 3.485 -4.713 -0.097
H: 2.075 -3.043 -1.278